(1)
19
Properties=species:S:1:pos:R:3 method="wB97M-V/def2-TZVPD" largest_force_ev_per_a=0.72 gap_ev=10.31 smiles="[H]/N=C/[C@](C)(N)CC" lumo_ev=1.01 spin_multiplicity=1 e_above_lowest_kcal_mol=16.2
N 0.36651 1.46442 -1.36334
N -2.21751 -0.33703 0.04918
C -0.28588 1.41900 0.96132
C 0.00028 0.56056 -0.27435
C 0.64468 -1.75687 0.69071
C 1.12734 -0.47446 0.01500
C -1.22834 -0.19373 -0.70632
H 1.27038 1.89292 -1.16419
H -2.98732 -0.88293 -0.33027
H -0.13384 -1.53918 1.40467
H 0.24617 -2.45249 -0.03383
H 0.44637 0.95448 -2.24473
H -0.68676 0.81957 1.76497
H 0.63472 1.92482 1.30505
H -1.14688 -0.62047 -1.71952
H -1.01674 2.18254 0.70295
H 1.86888 0.01303 0.65836
H 1.61929 -0.73173 -0.92114
H 1.47866 -2.24244 1.20549

***

(2)
19
Properties=species:S:1:pos:R:3 method="wB97M-V/def2-TZVPD" largest_force_ev_per_a=5.04 gap_ev="7.10 / 7.10" lumo_ev="0.74 / 0.74" spin_multiplicity=1 e_above_lowest_kcal_mol=138.6
N 0.57837 2.42368 -1.11367
N -0.59303 -2.16909 1.56993
C 0.12528 0.39471 0.33108
C 0.45166 0.87505 1.66883
C 0.03754 0.40443 -0.90328
C -0.33378 -1.74591 0.26460
C -0.23929 -0.03056 -2.27069
H -0.20150 2.99794 -0.79028
H 0.45851 -0.80984 -2.58460
H 0.57268 -2.17430 -0.14920
H 1.49831 1.17632 1.73786
H -0.12137 0.83821 -2.91819
H -1.19107 -1.85156 -0.39268
H 1.36180 2.64801 -0.49932
H -1.25791 -0.41181 -2.36914
H 0.17730 -2.57033 2.08368
H -1.43524 -1.81450 1.99846
H 0.27917 0.08497 2.40482
H -0.16744 1.73457 1.93177

***

(3)
19
Properties=species:S:1:pos:R:3 method="wB97M-V/def2-TZVPD" largest_force_ev_per_a=5.04 gap_ev=9.34 lumo_ev=0.86 spin_multiplicity=1 e_above_lowest_kcal_mol=50.8
N -0.03944 0.76873 1.47746
N 1.10236 0.20124 -1.08228
C 0.60065 -2.08738 1.47125
C -0.42785 -1.41867 0.56360
C -0.77668 2.09895 -1.10751
C -0.51267 0.62628 -0.94857
C -0.13100 0.05947 0.38206
H 1.58879 -2.07510 1.00986
H -1.76514 2.34042 -0.71453
H -1.42102 -1.49945 1.01160
H 1.35508 -0.16710 -1.99480
H 0.65936 -1.55104 2.41619
H 1.74028 0.91929 -0.75521
H -1.16318 -0.01684 -1.54764
H -0.74083 2.37027 -2.16316
H 0.32593 -3.12483 1.66341
H -0.45837 -1.91742 -0.40904
H -0.04698 2.71148 -0.57787
H 0.11071 1.76168 1.30519

***

(4)
19
Properties=species:S:1:pos:R:3 method="wB97M-V/def2-TZVPD" largest_force_ev_per_a=6.27 gap_ev=8.29 lumo_ev=0.47 spin_multiplicity=1 e_above_lowest_kcal_mol=236.3
N -0.36247 -2.07762 -0.92193
N 0.35731 3.17453 0.31343
C 0.69289 -2.61238 -0.16620
C 1.20317 -2.73532 1.15638
C -0.19667 0.73471 -0.05107
C -0.42544 2.04717 -0.84813
C -0.98119 3.05900 0.16845
H 0.47458 -2.79750 2.04306
H 2.01922 -3.50060 1.07002
H 1.37967 -3.04980 -0.87932
H 1.30409 -1.61819 0.53149
H -1.26504 1.84016 -1.58179
H -1.57751 2.71820 1.02729
H -1.10217 -2.65625 -0.66472
H -0.23735 1.03940 1.01254
H 0.41248 2.37745 -1.43947
H -1.57213 3.91304 -0.30610
H 0.75284 0.22436 -0.06441
H -0.87627 -0.08036 -0.39952

***

(5)
19
Properties=species:S:1:pos:R:3 method="wB97M-V/def2-TZVPD" largest_force_ev_per_a=6.02 gap_ev=9.84 smiles="C=NCC[C@@H](C)N" lumo_ev=1.02 spin_multiplicity=1 e_above_lowest_kcal_mol=70.8
N 1.09954 2.03993 0.41110
N -2.08944 -0.65902 -0.43797
C -0.75239 -2.80730 0.40863
C 2.25651 2.48674 -0.06996
C 0.26650 -0.29726 0.33193
C -0.76655 -1.33916 -0.21580
C 0.28756 1.10007 -0.29538
H 2.74883 2.07463 -0.88078
H -0.75628 1.58207 -0.15337
H -1.61541 -3.17439 0.78488
H 0.50534 1.13649 -1.38036
H -0.44379 -1.70225 -1.19958
H 1.29056 -0.61181 0.12222
H 0.13139 -0.08320 1.45201
H -0.52762 -3.38775 -0.57553
H -2.77251 -0.86917 0.26569
H -0.14797 -3.02295 1.20057
H -2.04827 0.28876 -0.75171
H 2.81519 3.24460 0.34764

***

(6)
19
Properties=species:S:1:pos:R:3 method="wB97M-V/def2-TZVPD" largest_force_ev_per_a=3.34 gap_ev=9.03 smiles=CC#CN.CCN lumo_ev=0.79 spin_multiplicity=1 e_above_lowest_kcal_mol=93.2
N -1.02566 -0.56451 -1.73488
N 0.83222 2.50033 0.31978
C 1.27463 0.04323 0.21274
C -1.58742 0.10316 -0.63305
C 1.80007 -1.30808 0.01883
C -1.18604 -0.42218 1.02950
C 1.37551 1.27371 0.10769
H -2.03288 0.01918 1.55264
H 2.48242 -1.59498 0.82510
H -0.41668 -0.22186 1.77438
H 2.32629 -1.37377 -0.93329
H -1.11739 -1.57179 -1.69498
H 1.00803 -2.06196 -0.01378
H -1.38480 -1.49086 0.97876
H -2.66438 -0.07446 -0.60952
H 1.47179 3.26040 0.19400
H 0.28658 2.60062 1.17144
H -0.06564 -0.28598 -1.90282
H -1.37665 1.16980 -0.66254

***

(7)
19
Properties=species:S:1:pos:R:3 method="wB97M-V/def2-TZVPD" largest_force_ev_per_a=3.02 gap_ev="8.01 / 7.96" lumo_ev="0.17 / 0.34" spin_multiplicity=1 e_above_lowest_kcal_mol=119.9
N -1.12757 0.40162 -0.86366
N -0.51893 -0.58091 -1.48020
C 1.64356 0.06160 0.68597
C -1.25344 0.49994 0.46501
C -2.20610 0.65959 1.34878
C -0.78329 -1.87384 -0.89852
C 2.10008 1.10425 -0.31354
H 2.03785 0.23916 1.68459
H -1.97229 0.81731 2.39239
H 1.89576 -0.94745 0.37647
H -1.84242 -2.14679 -1.01902
H -3.26050 0.64155 1.09198
H 1.56331 2.04323 -0.14977
H 0.40152 0.22235 0.83347
H -0.99281 1.28748 -1.35081
H -0.16132 -2.60168 -1.41225
H -0.55496 -1.91967 0.17563
H 3.17230 1.30053 -0.24012
H 1.85923 0.79174 -1.32641

***

(8)
19
Properties=species:S:1:pos:R:3 method="wB97M-V/def2-TZVPD" largest_force_ev_per_a=1.93 gap_ev="6.39 / 8.15" lumo_ev="0.76 / 0.79" spin_multiplicity=1 e_above_lowest_kcal_mol=150.3
N -1.98923 1.95570 -0.01453
N 2.29959 -1.61129 0.15631
C 0.48445 0.17913 0.25904
C -0.39772 -2.06354 -0.88900
C -1.73343 0.64580 -0.39021
C 1.10848 1.32368 0.89911
C 0.18685 -0.89213 -0.25456
H 2.96225 -0.89602 -0.15168
H -1.49828 2.67959 -0.51737
H 0.36763 -2.83999 -0.89165
H 1.97164 1.66735 0.32616
H -2.30519 -0.08870 0.16326
H -1.70917 0.49406 -1.46208
H 2.42588 -1.65119 1.17063
H -2.05222 2.14443 0.97456
H 1.44766 1.06666 1.90436
H -0.69516 -1.84819 -1.91812
H -1.27201 -2.41869 -0.33817
H 0.39797 2.15333 0.97394

***

(9)
19
Properties=species:S:1:pos:R:3 method="wB97M-V/def2-TZVPD" largest_force_ev_per_a=4.04 gap_ev=9.31 smiles="CN/C=C/CCN" lumo_ev=1.15 spin_multiplicity=1 e_above_lowest_kcal_mol=57.8
N -2.43183 0.19737 -0.10530
N 2.00666 -1.54051 1.26968
C -1.27307 0.89551 0.26525
C 2.31141 -0.49137 0.30544
C -0.06353 0.25130 0.37131
C 1.33875 0.75740 0.35978
C -2.61414 -0.00821 -1.61693
H 1.72398 1.28005 -0.49413
H 2.20658 -0.95691 -0.60632
H -2.10935 -0.90290 -1.99609
H -3.68395 0.01168 -1.79702
H 1.92120 -1.27291 2.25814
H 1.45430 1.27060 1.34115
H 2.90384 -2.14420 1.17777
H 3.33018 -0.05818 0.44473
H -1.33676 2.04087 0.37029
H -2.26740 0.92124 -2.09512
H -0.17576 -0.90892 0.36359
H -3.24111 0.65808 0.18378

***

(10)
19
Properties=species:S:1:pos:R:3 method="wB97M-V/def2-TZVPD" largest_force_ev_per_a=1.60 gap_ev="7.96 / 7.01" lumo_ev="0.54 / 0.08" spin_multiplicity=1 e_above_lowest_kcal_mol=120.8
N -1.35160 1.01771 -2.16280
N 2.91703 0.04626 0.05801
C 0.63245 -0.83687 -0.83093
C -1.33944 0.72952 -0.71512
C 1.80981 -0.36573 0.27888
C -0.70823 -0.59762 -0.40768
C 0.19432 -0.23568 2.31713
H -2.34116 0.76223 -0.26015
H 3.69830 0.18586 0.68433
H 0.55457 0.78005 2.46251
H -0.74969 1.52674 -0.24303
H -1.76391 1.92882 -2.34140
H 0.89461 -1.88051 -0.98540
H -0.19393 -0.42631 1.19120
H -0.77656 -0.34236 2.80899
H 0.93303 -0.23228 -1.68533
H -1.37462 -1.44671 -0.30614
H 0.87702 -0.93945 2.78605
H -1.91201 0.32632 -2.64910

***

(11)
19
Properties=species:S:1:pos:R:3 method="wB97M-V/def2-TZVPD" largest_force_ev_per_a=0.93 gap_ev=8.84 smiles="CN/C=C/CCN" lumo_ev=1.15 spin_multiplicity=1 e_above_lowest_kcal_mol=33.2
N -0.65933 2.19996 -0.63842
N -0.05678 -2.17533 -0.06000
C 0.35033 -0.85325 0.00565
C 0.97109 1.32005 1.03025
C -0.46249 -2.68198 -1.36235
C -0.34699 2.07393 0.79725
C 0.82420 -0.18109 1.05676
H -0.21274 3.09681 1.13937
H -0.91973 3.14590 -0.86865
H -0.96857 -3.63969 -1.22107
H 1.41134 1.62543 1.97550
H -1.12401 1.52166 1.32288
H 0.24066 -0.30157 -0.92426
H 0.95869 -0.65786 2.02215
H 1.65322 1.63109 0.23948
H -1.23435 -2.03723 -1.79889
H -1.33376 1.56633 -1.04526
H 0.54884 -2.84232 0.39484
H 0.36037 -2.81083 -2.06522

***

(12)
19
Properties=species:S:1:pos:R:3 method="wB97M-V/def2-TZVPD" largest_force_ev_per_a=4.02 s2=0.7579 gap_ev="10.41 / 5.34" lumo_ev="-3.00 / -8.04" total_charge=+1 spin_multiplicity=2 e_above_lowest_kcal_mol=63.7
N 2.29369 -1.33100 1.09383
N 1.03958 0.27027 -0.14921
C -1.22380 1.27933 -0.19084
C -0.16735 0.56237 0.64387
C -1.94641 0.29813 -1.14602
C 2.30219 -0.07185 0.36443
C -2.74780 -0.72605 -0.87652
H 2.48508 -2.14420 0.51625
H -3.36901 -0.91640 -0.00862
H 0.12502 1.28979 1.40824
H -0.84929 1.99591 -0.91566
H -0.63627 -0.30782 1.11616
H -1.87507 1.65955 0.59744
H 2.68422 0.69377 1.05240
H 1.52026 -1.36662 1.74126
H -1.64425 0.52773 -2.16587
H 3.05964 -0.00332 -0.42443
H 0.67190 -0.43126 -0.80923
H -2.87831 -1.46778 -1.65670